Molecular formula: C2H15N2O4
Method: DFT, ωB97M-V/def2-TZVPD

Relative energy (zero: lowest compared OMol25 entry of this formula, charge and spin)   9.47 kcal per mole
Charge   +1
HOMO-LUMO gap   11.7156 eV
Multiplicity   1
LUMO   -2.5 eV
Calculated total energy   -495.4571 a.u.

Structure (XYZ):
```
23
C2H15N2O4 | the OMol25 dataset | ωB97M-V/def2-TZVPD
C -1.050 3.374 -0.569
N -0.547 2.017 -0.265
C -1.182 0.913 -0.505
N -0.597 -0.252 -0.383
H -0.845 4.147 0.164
H -2.133 3.302 -0.679
H -0.625 3.625 -1.527
H 0.335 2.067 0.222
H -2.120 0.886 -0.995
H 0.356 -0.319 -0.072
H -0.998 -1.139 -0.655
H 3.179 0.655 0.369
H 2.726 1.059 1.681
O 2.355 0.946 0.794
H -0.261 -3.805 0.314
H -1.205 -2.997 1.081
O -1.140 -3.419 0.210
H 4.980 -1.428 1.356
H 4.331 -2.631 0.716
O 4.376 -1.671 0.646
H -3.107 -2.279 -0.061
H -3.764 -1.572 -1.248
O -3.065 -1.478 -0.592
```



Molecular formula: C5H5ClN2
Method: DFT, ωB97M-V/def2-TZVPD

SMILES   Cl/C=C\n1ccnc1
Relative energy (zero: lowest compared OMol25 entry of this formula, charge and spin)   19.26 kcal per mole
Charge   0
HOMO-LUMO gap   9.5727 eV
Multiplicity   1
LUMO   0.8 eV
Calculated total energy   -763.1821 a.u.

Structure (XYZ):
```
13
C5H5ClN2 | the OMol25 dataset | ωB97M-V/def2-TZVPD
Cl -2.916 -0.876 -0.045
C -2.237 0.687 -0.023
C -0.912 1.002 0.043
N 0.220 0.196 0.082
C 0.312 -1.178 -0.022
C 1.624 -1.453 -0.019
N 2.325 -0.297 -0.043
C 1.518 0.708 -0.101
H -2.836 1.541 -0.100
H -0.660 2.089 0.248
H -0.509 -1.780 0.101
H 2.274 -2.373 0.156
H 1.796 1.734 -0.276
```



Molecular formula: C5H7Cl2N3PS
Method: DFT, ωB97M-V/def2-TZVPD

Relative energy (zero: lowest compared OMol25 entry of this formula, charge and spin)   0.00 kcal per mole
Charge   +1
HOMO-LUMO gap   7.8123 eV
Multiplicity   1
LUMO   -5.3 eV
Calculated total energy   -2018.6831 a.u.

Structure (XYZ):
```
19
C5H7Cl2N3PS | the OMol25 dataset | ωB97M-V/def2-TZVPD
C -0.735 -1.119 -2.348
C -0.999 -1.333 -1.037
C -0.231 0.086 -2.771
C -0.068 0.716 -0.576
C -0.991 -0.529 1.316
N 0.046 0.980 -1.836
N -0.730 -0.379 -0.133
N 0.407 1.568 0.336
P 1.782 0.787 2.096
S 2.393 -0.956 1.648
Cl 2.906 2.366 2.158
Cl 0.711 0.865 3.728
H -0.709 -1.961 -2.985
H -1.349 -2.322 -0.669
H 0.020 0.180 -3.767
H -0.347 -1.231 1.843
H -0.786 0.529 1.570
H -1.996 -0.694 1.451
H 0.676 2.446 -0.025
```



Molecular formula: C26H24F6Ge2N2O8Re
Method: DFT, ωB97M-V/def2-TZVPD

Relative energy (zero: lowest compared OMol25 entry of this formula, charge and spin)   23.25 kcal per mole
Charge   +1
HOMO-LUMO gap (spin up / spin down)   6.1990 / 6.2967 eV
Multiplicity   3
LUMO (spin up / spin down)   -5.6 / -5.6 eV
Calculated total energy   -6547.4940 a.u.

Structure (XYZ):
```
69
C26H24F6Ge2N2O8Re | the OMol25 dataset | ωB97M-V/def2-TZVPD
Re -0.099 0.187 -0.008
O 3.888 0.190 0.444
C 2.808 0.023 0.874
O 1.726 -0.113 -0.022
C 2.413 -0.058 2.294
C 3.441 -0.190 3.217
C 3.135 -0.306 4.545
C 1.831 -0.349 4.982
C 0.815 -0.223 4.064
C 1.078 -0.003 2.704
O 0.042 0.325 1.885
N -0.569 -0.362 4.599
O -0.704 -0.279 5.801
O -1.481 -0.493 3.804
N 4.230 -0.408 5.539
O 3.911 -0.501 6.706
O 5.366 -0.356 5.116
H 4.469 -0.203 2.882
H 1.601 -0.494 6.025
C -1.652 5.513 1.502
Ge -1.659 3.582 1.626
C -3.357 2.809 1.074
C -1.134 2.970 3.385
Ge -0.052 2.709 -0.112
C -0.507 3.359 -1.889
C -1.023 4.651 -1.978
C -1.291 5.216 -3.220
C -1.040 4.498 -4.384
C -0.505 3.221 -4.308
C -0.246 2.653 -3.065
C 1.745 3.308 0.272
C 2.777 3.051 -0.637
C 4.070 3.477 -0.367
C 4.339 4.169 0.809
C 3.318 4.439 1.712
C 2.024 4.002 1.449
H -2.062 5.886 2.444
H -2.289 5.851 0.684
H -0.648 5.917 1.375
H -4.143 3.058 1.790
H -3.260 1.727 1.034
H -3.639 3.192 0.092
H -1.709 3.535 4.122
H -0.073 3.117 3.581
H -1.391 1.917 3.475
H -1.206 5.230 -1.080
H -1.698 6.218 -3.279
H -1.254 4.939 -5.350
H -0.286 2.668 -5.215
H 0.186 1.659 -3.027
H 2.579 2.520 -1.562
H 4.868 3.264 -1.069
H 5.349 4.500 1.022
H 3.527 4.987 2.623
H 1.234 4.223 2.157
C -4.092 -1.009 -0.802
C -2.594 -1.065 -0.910
O -1.944 -0.156 -0.019
C -2.113 -0.607 -2.297
F -2.569 0.587 -2.585
F -0.681 -0.452 -2.196
F -2.333 -1.424 -3.283
C -2.089 -2.490 -0.555
F -2.556 -2.848 0.629
F -0.724 -2.496 -0.470
F -2.440 -3.374 -1.468
H -4.441 -0.011 -1.056
H -4.377 -1.236 0.223
H -4.543 -1.738 -1.475
```



Molecular formula: C23H25F2N3O4
Method: DFT, ωB97M-V/def2-TZVPD

SMILES   Cc1cc(/C=C(\C#N)C(=O)OCC(=O)Nc2ccc(OC(F)F)cc2)c(C)n1CC(C)C
Relative energy (zero: lowest compared OMol25 entry of this formula, charge and spin)   0.00 kcal per mole
Charge   0
HOMO-LUMO gap   7.8609 eV
Multiplicity   1
LUMO   -0.4 eV
Calculated total energy   -1556.4469 a.u.

Structure (XYZ):
```
57
C23H25F2N3O4 | the OMol25 dataset | ωB97M-V/def2-TZVPD
C 5.243 3.333 -0.308
C 5.000 1.866 -0.327
C 3.816 1.204 -0.225
C 4.087 -0.192 -0.348
C 3.172 -1.266 -0.303
C 1.820 -1.214 -0.132
C 1.037 -0.058 0.017
N 0.313 0.829 0.128
C 1.058 -2.475 -0.111
O 1.506 -3.576 -0.310
O -0.240 -2.223 0.161
C -1.159 -3.300 0.162
C -2.597 -2.771 0.123
O -3.534 -3.535 0.078
N -2.664 -1.420 0.150
C -3.788 -0.593 0.137
C -3.573 0.786 0.138
C -4.641 1.656 0.120
C -5.939 1.159 0.109
O -6.958 2.109 0.106
C -8.180 1.739 -0.313
F -8.909 1.152 0.675
F -8.858 2.846 -0.652
C -6.163 -0.209 0.126
C -5.088 -1.083 0.135
C 5.473 -0.309 -0.526
C 6.279 -1.533 -0.768
N 6.006 0.934 -0.504
C 7.404 1.257 -0.616
C 8.062 1.598 0.735
C 8.015 0.414 1.696
C 9.503 2.039 0.494
H 5.790 3.643 0.582
H 5.810 3.650 -1.183
H 4.286 3.846 -0.313
H 2.853 1.648 -0.082
H 3.570 -2.268 -0.409
H -0.986 -3.953 -0.702
H -1.033 -3.909 1.066
H -1.777 -0.927 0.182
H -2.563 1.169 0.148
H -4.492 2.724 0.118
H -8.186 1.045 -1.176
H -7.163 -0.611 0.154
H -5.258 -2.146 0.146
H 5.638 -2.409 -0.757
H 7.047 -1.664 -0.008
H 6.766 -1.486 -1.743
H 7.926 0.410 -1.064
H 7.510 2.116 -1.287
H 7.513 2.428 1.189
H 8.428 0.701 2.660
H 6.991 0.083 1.853
H 8.603 -0.416 1.311
H 9.979 2.298 1.435
H 9.539 2.909 -0.159
H 10.075 1.238 0.031
```



Molecular formula: C4H4Br2
Method: DFT, ωB97M-V/def2-TZVPD

Relative energy (zero: lowest compared OMol25 entry of this formula, charge and spin)   145.57 kcal per mole
Charge   0
HOMO-LUMO gap (spin up / spin down)   10.1381 / 6.1030 eV
Multiplicity   1
LUMO (spin up / spin down)   0.2 / -2.7 eV
Calculated total energy   -5302.5638 a.u.

Structure (XYZ):
```
10
C4H4Br2 | the OMol25 dataset | ωB97M-V/def2-TZVPD
C -0.709 -2.277 -0.834
C 0.166 -1.554 -0.250
C -1.064 -0.874 -0.852
C 1.621 1.960 1.259
Br -1.052 0.167 -2.486
Br -2.551 -0.158 0.219
H -0.900 -3.261 -1.115
H 0.502 1.812 1.442
H 2.333 1.195 1.523
H 1.655 2.991 1.096
```



Molecular formula: C6H8HgLiO6
Method: DFT, ωB97M-V/def2-TZVPD

Relative energy (zero: lowest compared OMol25 entry of this formula, charge and spin)   23.01 kcal per mole
Charge   +1
HOMO-LUMO gap   9.4701 eV
Multiplicity   1
LUMO   -3.8 eV
Calculated total energy   -845.5531 a.u.

Structure (XYZ):
```
22
C6H8HgLiO6 | the OMol25 dataset | ωB97M-V/def2-TZVPD
Hg 0.426 2.526 -1.314
O -1.439 2.100 -0.845
O -1.584 -0.027 -1.404
C 2.577 0.786 -2.366
C 1.666 1.876 -2.878
O -1.794 0.590 0.776
C -1.648 0.953 -0.389
H 3.071 0.186 -3.142
H 3.346 1.171 -1.682
H 1.113 1.516 -3.761
H 2.329 2.682 -3.236
Li -0.083 0.298 1.629
O 1.192 1.095 0.033
O 1.869 -0.281 -1.615
C -1.662 -1.367 -1.107
C -0.333 -2.039 -0.926
O 0.593 -1.015 0.033
C 1.261 -0.030 -0.511
H -2.393 -1.879 -1.741
H -0.417 -3.081 -0.599
H 0.246 -2.065 -1.855
H -1.807 -1.883 -0.012
```



Molecular formula: C4H13NS
Method: DFT, ωB97M-V/def2-TZVPD

Relative energy (zero: lowest compared OMol25 entry of this formula, charge and spin)   40.75 kcal per mole
Charge   +1
HOMO-LUMO gap (spin up / spin down)   10.4667 / 2.2806 eV
Multiplicity   2
LUMO (spin up / spin down)   -2.6 / -8.6 eV
Calculated total energy   -612.7804 a.u.

Structure (XYZ):
```
19
C4H13NS | the OMol25 dataset | ωB97M-V/def2-TZVPD
C 1.393 2.250 0.014
S 2.525 2.221 1.374
C 3.972 1.391 0.708
H 0.547 1.566 0.104
H 1.969 2.069 -0.883
H 0.990 3.260 -0.078
H 4.836 1.711 1.277
H 3.821 0.308 0.698
H 4.132 1.598 -0.354
C -3.297 -2.434 0.038
N -2.499 -1.680 -0.945
C -1.375 -0.938 -0.370
H -3.770 -1.789 0.779
H -4.132 -2.910 -0.485
H -2.638 -3.231 0.366
H -3.085 -1.123 -1.546
H -1.767 -0.015 0.085
H -0.719 -0.769 -1.221
H -0.902 -1.485 0.440
```



Molecular formula: C4H28BO22
Method: DFT, ωB97M-V/def2-TZVPD

Relative energy (zero: lowest compared OMol25 entry of this formula, charge and spin)   3.39 kcal per mole
Charge   -2
HOMO-LUMO gap (spin up / spin down)   3.1849 / 7.3020 eV
Multiplicity   2
LUMO (spin up / spin down)   4.1 / 4.1 eV
Calculated total energy   -1849.6387 a.u.

Structure (XYZ):
```
55
C4H28BO22 | the OMol25 dataset | ωB97M-V/def2-TZVPD
O -12.421 -5.003 17.058
C -12.251 -5.975 16.314
O -12.193 -5.989 15.006
B -11.748 -7.357 14.588
O -11.720 -8.197 15.783
C -11.998 -7.427 16.834
O -12.137 -7.782 18.023
O -10.383 -7.346 14.003
C -10.444 -7.782 12.825
O -9.446 -7.879 12.093
C -11.866 -8.147 12.461
O -12.586 -7.929 13.537
O -12.269 -8.741 11.444
O -10.072 -11.265 16.200
H -10.926 -10.905 15.962
H -9.445 -10.590 15.939
O -12.460 -8.073 7.891
H -13.033 -8.229 8.642
H -12.906 -7.395 7.384
O -9.718 -4.105 18.857
H -9.065 -4.723 18.528
H -10.189 -3.817 18.075
O -13.595 -10.058 17.785
H -14.480 -9.725 17.639
H -13.064 -9.275 17.931
O -13.948 -8.369 20.456
H -14.078 -7.708 19.776
H -14.723 -8.294 21.014
O -14.871 -3.987 18.352
H -14.169 -4.509 17.964
H -14.417 -3.287 18.822
O -14.833 -10.158 12.291
H -15.133 -9.899 13.162
H -14.197 -9.485 12.047
O -8.576 -10.172 14.079
H -8.228 -10.791 13.437
H -8.133 -9.347 13.881
O -10.590 -10.908 10.192
H -10.764 -11.223 11.079
H -11.041 -10.065 10.144
O -11.204 -7.172 21.117
H -10.279 -7.367 21.269
H -11.311 -7.242 20.168
O -6.603 -7.707 13.666
H -7.140 -6.927 13.525
H -5.739 -7.364 13.895
O -6.604 -8.408 10.997
H -5.969 -8.387 11.713
H -7.454 -8.485 11.432
O -8.429 -4.944 10.851
H -8.645 -5.857 11.037
H -8.617 -4.838 9.918
O -11.401 -2.842 14.762
H -12.222 -3.332 14.797
H -10.720 -3.505 14.879
```



Molecular formula: C2HClFN
Method: DFT, ωB97M-V/def2-TZVPD

Relative energy (zero: lowest compared OMol25 entry of this formula, charge and spin)   89.83 kcal per mole
Charge   0
HOMO-LUMO gap   8.1538 eV
Multiplicity   1
LUMO   -1.2 eV
Calculated total energy   -691.4500 a.u.

Structure (XYZ):
```
6
C2HClFN | the OMol25 dataset | ωB97M-V/def2-TZVPD
C 0.305 -1.356 -0.673
C -0.289 0.070 0.258
N -0.755 1.256 0.211
F -0.370 -0.609 1.406
Cl 1.930 -1.230 -0.639
H -0.821 1.869 -0.563
```